(1)
A single C18H18FN5O molecule in a non-equilibrium geometry, computed with ωB97M-V with the def2-TZVPD basis set.

Each line ends with the Löwdin charge.
Positions of all 43 atoms, in Å:
C (1.55835, -2.91138, 3.19863)  -0.016
C (0.94139, -2.01227, 2.15635)  -0.266
N (1.69210, -1.27927, 1.39600)  0.148
N (0.85924, -0.64441, 0.51732)  -0.024
C (1.35089, 0.21855, -0.49056)  -0.098
C (2.46115, 1.04137, -0.21967)  0.021
C (3.04740, 1.78131, -1.25306)  -0.009
C (2.53810, 1.72868, -2.51990)  -0.125
C (3.07577, 2.42693, -3.59674)  -0.388
N (4.08103, 3.30442, -3.50446)  0.143
N (2.61529, 2.42015, -4.80107)  0.118
C (1.53977, 1.63360, -5.04125)  -0.134
N (0.97154, 0.88288, -4.08447)  0.117
C (1.44679, 0.90863, -2.82616)  -0.172
C (0.85607, 0.14116, -1.80491)  -0.086
F (-0.14809, -0.75070, -2.10389)  0.075
C (-0.45331, -0.87617, 0.81453)  -0.115
C (-0.44054, -1.79497, 1.83703)  -0.043
C (-1.70867, -2.32162, 2.45669)  -0.272
O (-1.70977, -3.35817, 3.15630)  0.047
C (-3.05438, -1.79323, 1.95517)  -0.059
C (-2.93094, -0.37136, 1.38115)  -0.535
C (-4.21070, 0.13681, 0.66075)  -0.043
C (-2.61447, 0.60404, 2.51946)  -0.041
C (-1.79517, -0.34098, 0.32584)  -0.062
H (2.48499, -3.28295, 2.74150)  0.078
H (0.93232, -3.79092, 3.45149)  0.082
H (1.79788, -2.39882, 4.12574)  0.076
H (2.94609, 0.98338, 0.75137)  0.115
H (3.93673, 2.37728, -1.05147)  0.116
H (4.91251, 2.94729, -3.01888)  0.118
H (4.21072, 3.64642, -4.42548)  0.090
H (1.01325, 1.67172, -5.98820)  0.109
H (-3.84427, -1.78031, 2.68987)  0.124
H (-3.43679, -2.48709, 1.20851)  0.137
H (-5.07873, -0.01739, 1.32222)  0.088
H (-4.13687, 1.24808, 0.46679)  0.104
H (-4.37860, -0.37040, -0.26183)  0.067
H (-3.46828, 0.70298, 3.21116)  0.098
H (-1.72531, 0.34965, 3.05543)  0.076
H (-2.45030, 1.60442, 2.12091)  0.084
H (-2.12233, -0.87863, -0.56147)  0.121
H (-1.56183, 0.70128, 0.03327)  0.135

Results
Energy relative to the best compared isomer or geometry (same formula, charge and spin) in kcal/mol: 8.31
Highest occupied orbital energy in eV: -8.84
SMILES: Cc1nn(-c2ccc3c(N)ncnc3c2F)c2c1C(=O)CC(C)(C)C2
Total charge: 0



(2)
A molecular structure, C18H18IN4O5W, computed with ωB97M-V with the def2-TZVPD basis set.

Each line ends with the Löwdin charge.
Positions of all 47 atoms, in Å:
W (-1.10160, 0.65831, 0.10441)  1.582
N (-1.17236, 2.82011, -0.53966)  -0.117
C (-1.99801, 3.62085, 0.38415)  -0.135
C (-1.73639, 3.08564, 1.77192)  -0.470
O (-1.79073, 3.74786, 2.76771)  0.146
N (-1.38901, 1.72156, 1.75031)  -0.157
C (-0.48443, 1.30796, 2.81726)  -0.077
C (0.86218, 0.97911, 2.14777)  -0.516
O (1.85845, 0.68484, 2.72259)  0.163
O (0.74270, 0.99337, 0.78826)  -0.179
H (-1.50300, 2.87847, -1.49947)  0.067
H (-0.20012, 3.12659, -0.51860)  0.124
H (-1.76272, 4.68191, 0.35090)  0.142
H (-3.04835, 3.47438, 0.12864)  0.091
H (-0.36129, 2.09636, 3.55808)  0.140
H (-0.83523, 0.40478, 3.32089)  0.134
C (1.10469, 2.03462, -3.64420)  -0.007
C (1.65155, 0.76410, -3.07156)  -0.245
N (2.80061, 0.30166, -3.52321)  0.145
C (3.31517, -0.82828, -3.02667)  -0.061
C (2.70019, -1.58901, -2.05523)  -0.124
C (3.32804, -2.86167, -1.54518)  -0.190
O (3.33228, -2.94346, -0.12660)  -0.052
C (1.47562, -1.11621, -1.55161)  -0.060
C (0.72797, -1.84973, -0.55981)  0.041
N (-0.25224, -1.31086, 0.06386)  -0.031
C (-1.10122, -1.83818, 1.05743)  -0.269
C (-1.04613, -2.98210, 1.83994)  0.023
C (-2.09259, -3.12859, 2.73195)  -0.023
C (-3.12294, -2.17539, 2.84705)  -0.036
C (-3.13327, -1.02866, 2.07902)  -0.077
C (-2.08076, -0.85686, 1.17751)  -0.334
I (-3.47693, 0.78008, -1.19232)  0.505
C (0.96128, 0.08097, -2.05475)  -0.223
O (-0.20487, 0.57533, -1.61602)  -0.303
H (1.70004, 2.32283, -4.50587)  0.090
H (1.15758, 2.84292, -2.90963)  0.082
H (0.06319, 1.91714, -3.94576)  0.087
H (4.27255, -1.13246, -3.43401)  0.126
H (4.33393, -2.96260, -1.95777)  0.128
H (2.75788, -3.72771, -1.88852)  0.135
H (3.97912, -2.32291, 0.22787)  0.109
H (0.99021, -2.87855, -0.33699)  0.150
H (-0.25446, -3.71435, 1.76069)  0.126
H (-2.13169, -4.00477, 3.36558)  0.122
H (-3.91356, -2.35560, 3.56294)  0.119
H (-3.92136, -0.29380, 2.17666)  0.112

Results
Energy relative to the best compared isomer or geometry (same formula, charge and spin) in kcal/mol: 18.09
Highest occupied orbital energy in eV: -12.07
Total charge: +1



(3)
A molecular structure, C18H18IrN2O5P, computed with ωB97M-V with the def2-TZVPD basis set.

Each line ends with the Löwdin charge.
Positions of all 45 atoms, in Å:
Ir (0.33906, -0.15143, -0.36232)  1.483
N (0.25300, -1.05342, -2.18673)  -0.020
C (-0.61416, -2.25130, -2.14464)  -0.073
C (-0.51722, -2.87318, -0.76181)  -0.444
O (-0.74427, -4.02611, -0.53659)  0.164
N (-0.10195, -1.95637, 0.23758)  -0.089
C (0.87812, -2.48113, 1.16086)  -0.067
C (2.27045, -1.98380, 0.62072)  -0.536
O (3.31062, -2.47680, 0.92671)  0.156
O (2.15520, -0.94458, -0.22135)  -0.163
H (-0.04498, -0.37109, -2.88257)  0.123
H (1.22331, -1.29361, -2.40287)  0.136
H (-0.32480, -2.99374, -2.88553)  0.148
H (-1.64079, -1.94521, -2.33160)  0.112
H (0.85792, -3.56536, 1.23360)  0.138
H (0.73993, -2.03260, 2.14306)  0.103
O (2.42613, 3.16927, -1.64521)  0.122
C (1.50688, 2.57405, -1.15264)  -0.673
O (1.22468, 1.31840, -1.43685)  -0.222
C (0.55731, 3.32577, -0.21329)  -0.275
P (-0.67975, 2.43081, 0.78161)  1.115
C (0.38703, 1.14900, 1.63758)  -0.473
C (1.79856, 1.20945, 1.66129)  -0.074
C (2.53098, 0.56626, 2.65001)  -0.031
C (1.87788, -0.09810, 3.67093)  -0.020
C (0.48044, -0.15380, 3.70169)  -0.063
C (-0.24674, 0.45271, 2.70630)  -0.106
C (-1.46283, 1.33854, -0.51488)  -0.491
C (-2.25149, 0.24895, -0.09937)  -0.137
C (-3.16606, -0.36630, -0.96527)  -0.069
C (-3.31837, 0.11099, -2.24583)  -0.050
C (-2.53400, 1.18650, -2.69632)  -0.043
C (-1.63051, 1.78536, -1.85682)  -0.076
H (0.01396, 4.05631, -0.81881)  0.098
H (1.15464, 3.93615, 0.46639)  0.104
H (2.34368, 1.75018, 0.90017)  0.114
H (3.61106, 0.60189, 2.62134)  0.133
H (2.45230, -0.57442, 4.45491)  0.129
H (-0.02733, -0.65692, 4.51358)  0.124
H (-1.32794, 0.45457, 2.77771)  0.107
H (-2.23477, -0.07255, 0.93291)  0.093
H (-3.77076, -1.18722, -0.60284)  0.127
H (-4.05078, -0.33245, -2.90833)  0.125
H (-2.65810, 1.55841, -3.70480)  0.123
H (-1.04555, 2.61794, -2.22169)  0.116

Results
<S²>: 0.7583
Energy relative to the best compared isomer or geometry (same formula, charge and spin) in kcal/mol: 4.61
Highest occupied orbital energy (spin up / spin down) in eV: -12.11 / -12.07
Spin multiplicity: 2
Total charge: +1



(4)
2 unconnected molecules or ions with the total composition C18H18N2 in a non-equilibrium geometry, computed with ωB97M-V with the def2-TZVPD basis set.

Each line ends with the Löwdin charge.
Positions of all 38 atoms, in Å:
C (-4.05000, -1.45457, 3.57920)  -0.085
C (-3.06436, -1.43237, 2.46980)  -0.230
C (-3.17973, -0.48365, 1.36649)  -0.022
N (-2.15852, -0.75275, 0.49897)  0.030
C (-1.15833, -1.60670, 1.13027)  -0.136
C (0.01685, -2.13863, 0.73805)  -0.053
C (0.64195, -3.04765, 1.59563)  -0.117
C (0.06747, -3.46994, 2.76434)  -0.115
C (-1.17359, -2.99335, 3.18015)  -0.047
C (-1.83688, -2.12435, 2.38168)  -0.138
H (-4.09805, -0.44262, 4.23504)  0.119
H (-3.76966, -2.26249, 4.35094)  0.088
H (-5.07047, -1.60793, 3.23921)  0.058
H (-3.90628, 0.01009, 0.88448)  0.080
H (-1.99449, 0.03518, -0.13793)  0.117
H (0.46686, -1.74938, -0.22806)  0.103
H (1.63625, -3.55908, 1.31015)  0.129
H (0.75206, -4.15232, 3.32354)  0.115
H (-1.42501, -3.25358, 4.17586)  0.099
C (1.03422, -0.76496, -2.89848)  -0.076
C (1.06141, 0.43343, -2.13838)  -0.231
C (0.26339, 0.68182, -0.98932)  -0.082
N (0.21618, 1.98890, -0.56640)  0.110
C (1.28330, 2.57837, -1.37898)  -0.177
C (1.72742, 3.91552, -1.33026)  -0.021
C (2.81883, 4.22384, -2.17219)  -0.079
C (3.45991, 3.21823, -3.01009)  -0.090
C (2.89744, 1.97438, -3.13825)  -0.048
C (1.86962, 1.64711, -2.25956)  -0.138
H (2.18294, -1.09003, -2.95425)  0.134
H (0.63278, -0.76258, -3.90541)  0.079
H (0.54747, -1.59862, -2.40865)  0.062
H (-0.48684, 0.04236, -0.64524)  0.045
H (-0.00516, 2.23961, 0.33032)  0.107
H (1.12478, 4.56372, -0.66252)  0.115
H (3.16783, 5.22031, -2.40046)  0.084
H (4.32794, 3.50228, -3.65889)  0.111
H (3.43995, 1.27279, -3.71659)  0.099

Results
Energy relative to the best compared isomer or geometry (same formula, charge and spin) in kcal/mol: 82.78
Highest occupied orbital energy in eV: -7.52
SMILES: Cc1c[nH]c2ccccc12.Cc1c[nH]c2ccccc12
Total charge: 0